[1]
3 unconnected molecules or ions with the total composition C11H19O8S. Source: OMol25; level of theory: the ωB97M-V functional and the def2-TZVPD basis.

Orbital gap = 10.59 eV
LUMO level = -0.1212 Ha

Structure (ORCA input):
```
! wB97M-V def2-TZVPD RIJCOSX def2/J DEFGRID3
* xyz 1 1
S -2.357 -2.823 -0.747
O 2.888 -0.895 -1.451
O -0.682 1.349 -1.004
O 1.091 -1.066 -0.158
O -2.833 -0.891 2.419
O -2.644 1.723 -2.033
O -0.711 2.498 -2.901
O -2.710 0.891 1.062
O -2.495 1.174 3.248
C 0.207 -1.960 -0.786
C 0.692 1.477 -1.402
C -1.465 1.852 -1.992
C 4.703 -1.912 0.567
C -2.727 2.320 1.267
C -2.132 2.438 2.659
C 0.629 2.622 -2.397
C -1.187 -1.535 -0.301
C 2.460 -1.296 -0.404
C 3.179 -1.980 0.716
C -2.694 0.290 2.271
H -3.761 2.657 1.223
H -2.148 2.808 0.488
H -1.044 2.511 2.648
H 1.340 2.534 -3.212
H 5.003 -2.160 -0.454
H -2.547 3.249 3.249
H -1.198 -1.371 0.781
H 5.071 -0.915 0.817
H -1.684 -3.944 -0.452
H -3.305 -2.775 0.208
H 2.840 -3.028 0.694
H -1.513 -0.607 -0.784
H 0.434 -3.010 -0.534
H 0.245 -1.883 -1.884
H 2.832 -1.532 1.653
H 1.010 0.546 -1.863
H 1.306 1.678 -0.529
H 0.736 3.598 -1.924
H 5.170 -2.632 1.245
*
```

[2]
A molecular structure, C11H20AuCl2N2O2PSe. Source: OMol25; level of theory: the ωB97M-V functional and the def2-TZVPD basis.

Orbital gap (spin up / spin down) = 5.39 / 5.38 eV
LUMO level (spin up / spin down) = -0.3082 / -0.3420 Ha

Structure (ORCA input):
```
! wB97M-V def2-TZVPD RIJCOSX def2/J DEFGRID3
* xyz 2 3
Au 0.436 -2.881 -1.213
Se 1.053 1.653 1.593
Cl 2.244 0.396 -0.874
Cl 2.475 -3.441 -0.323
P 0.534 1.452 -1.945
O -1.414 -0.816 0.221
O -1.880 -1.762 -2.377
N 0.833 -0.693 3.326
N -0.581 0.885 3.791
C 0.451 0.568 2.941
C 1.274 3.078 -2.230
C 1.884 -1.439 2.663
C -0.675 -1.591 -0.239
C 0.294 0.853 -3.642
C -1.053 -2.632 -2.623
C -0.941 -3.586 -3.770
C -0.837 -0.160 4.650
C 0.052 -1.138 4.371
C -1.144 1.960 -1.496
C -1.355 2.100 3.714
H -0.236 -3.288 -4.581
H -0.446 -4.472 -3.342
H 2.634 -0.764 2.227
H -1.596 -0.123 5.388
H 0.606 3.515 -2.995
H 1.201 0.362 -4.013
H 0.081 1.753 -4.246
H -1.180 2.261 -0.449
H -1.855 1.150 -1.674
H -2.392 1.903 3.405
H 2.311 3.028 -2.592
H -1.368 2.617 4.681
H 0.235 -2.103 4.789
H -1.401 2.815 -2.151
H -1.900 -3.913 -4.211
H -0.570 0.174 -3.694
H -0.880 2.753 2.974
H 2.355 -2.086 3.408
H 1.258 3.680 -1.313
H 1.495 -2.070 1.852
*
```

[3]
A molecular structure, C11H20BiCl2N2O2PSe. Source: OMol25; level of theory: the ωB97M-V functional and the def2-TZVPD basis.

Orbital gap (spin up / spin down) = 6.08 / 5.09 eV
LUMO level (spin up / spin down) = -0.3062 / -0.3431 Ha

Structure (ORCA input):
```
! wB97M-V def2-TZVPD RIJCOSX def2/J DEFGRID3
* xyz 2 1
Bi -0.145 -0.823 0.081
Se -1.080 0.781 2.116
Cl 2.261 -1.351 0.518
Cl -1.327 -2.760 1.374
P 0.130 -2.432 -2.155
O 1.103 1.784 -2.004
O -2.300 1.057 -1.412
N 1.623 1.944 2.713
N 0.108 3.428 2.174
C 2.290 0.718 3.054
C 1.337 -3.615 -1.537
C 0.637 0.886 -1.428
C 2.194 3.229 2.925
C 0.308 2.053 2.247
C -2.410 -0.047 -0.962
C -1.396 -3.237 -2.641
C -1.134 4.056 1.823
C 0.839 -1.496 -3.512
C 1.265 4.138 2.600
C -3.417 -1.057 -0.695
H 1.134 -3.889 -0.490
H -4.230 -0.804 -1.398
H 2.337 -3.171 -1.609
H 1.801 -1.065 -3.212
H -1.810 -3.794 -1.787
H -3.076 -2.107 -0.887
H -1.004 4.739 0.969
H -1.535 4.660 2.650
H -2.102 -2.489 -3.024
H 2.601 0.699 4.109
H 1.259 5.227 2.630
H 3.191 0.584 2.438
H 0.967 -2.261 -4.284
H 0.146 -0.712 -3.841
H -1.044 -3.905 -3.435
H -1.878 3.309 1.552
H 1.221 -4.480 -2.194
H -3.719 -0.984 0.371
H 1.646 -0.135 2.852
H 3.209 3.321 3.312
*
```

[4]
A molecular structure, C11H20CdN2OP. Source: OMol25; level of theory: the ωB97M-V functional and the def2-TZVPD basis.

Orbital gap (spin up / spin down) = 2.97 / 3.91 eV
LUMO level (spin up / spin down) = 0.0929 / 0.0922 Ha

Structure (ORCA input):
```
! wB97M-V def2-TZVPD RIJCOSX def2/J DEFGRID3
* xyz -1 1
Cd -0.322 0.206 -1.998
P 0.118 2.964 -1.702
O 0.086 0.326 0.154
N 0.069 0.839 2.311
N -0.135 -1.417 1.654
C -0.527 -1.873 2.964
C -0.105 -0.870 3.997
C -0.389 0.581 3.651
C 0.635 -1.596 -2.638
C 0.004 -0.107 1.347
C -0.200 -2.406 0.580
C 1.187 0.789 -3.401
C -0.342 -0.678 -4.648
C -0.091 -1.780 -3.780
C 0.412 0.538 -4.496
C 0.097 2.194 1.823
H -1.478 0.795 3.729
H -0.905 3.627 -0.921
H -0.517 -2.760 -4.097
H -0.984 -0.806 -5.565
H 1.026 2.390 1.285
H -0.420 -3.391 1.023
H -0.983 -2.182 -0.174
H -0.631 -1.109 4.922
H -0.035 -2.840 3.113
H 0.995 -2.394 -1.957
H 0.324 1.255 -5.345
H 0.189 3.783 -2.889
H 1.352 3.317 -1.021
H 0.029 2.885 2.665
H 0.967 -0.983 4.178
H -0.714 2.405 1.116
H 0.149 1.279 4.315
H 1.996 1.534 -3.213
H -1.617 -2.022 2.972
H 0.761 -2.493 0.043
*
```

[5]
2 unconnected molecules or ions with the total composition C11H20Cl2F3N4O. Source: OMol25; level of theory: the ωB97M-V functional and the def2-TZVPD basis.

Orbital gap = 9.80 eV
LUMO level = -0.0978 Ha

Structure (ORCA input):
```
! wB97M-V def2-TZVPD RIJCOSX def2/J DEFGRID3
* xyz 1 1
Cl 3.467 0.597 0.809
Cl 3.038 3.419 1.429
F -1.108 -3.886 2.110
F -0.155 -4.111 0.172
F 0.559 -5.302 1.802
O -1.116 0.416 -4.483
N -0.210 -0.855 2.312
N -0.556 1.195 1.116
N -1.244 2.295 1.505
N -1.439 0.912 3.181
C 0.639 -1.608 1.392
C -0.654 0.324 -3.155
C -0.493 2.076 -1.266
C -1.912 -0.749 -4.754
C -1.729 2.124 2.710
C 1.036 -3.011 1.943
C 3.108 1.780 2.078
C 0.050 1.613 -2.659
C -0.700 0.374 2.172
C 0.091 1.121 -0.207
C 0.070 -4.107 1.491
H 1.587 -1.064 1.262
H -0.424 -1.305 3.195
H -2.298 2.862 3.270
H 0.993 -2.953 3.043
H 2.147 1.538 2.522
H -0.074 0.101 -0.586
H -0.278 3.138 -1.079
H -1.582 1.881 -1.308
H -2.981 -0.492 -4.827
H 0.063 2.438 -3.380
H -1.399 3.169 1.018
H 1.107 1.340 -2.468
H 0.171 -1.789 0.412
H 2.076 -3.236 1.671
H -1.585 -1.258 -5.673
H 0.038 -0.538 -3.038
H -1.828 -1.498 -3.946
H -1.491 0.111 -2.448
H 3.886 1.731 2.832
H 1.188 1.220 -0.127
*
```

[6]
5 unconnected molecules or ions with the total composition C11H20Cl6O3. Source: OMol25; level of theory: the ωB97M-V functional and the def2-TZVPD basis.

Orbital gap = 9.88 eV
Structure (SMILES) = ClC(Cl)Cl.ClC(Cl)Cl.CC(C)=O.CC(C)=O.CC(C)=O
LUMO level = 0.0161 Ha

Structure (ORCA input):
```
! wB97M-V def2-TZVPD RIJCOSX def2/J DEFGRID3
* xyz 0 1
Cl -0.093 1.862 2.810
Cl 3.202 -1.418 1.497
Cl 3.260 -3.862 3.066
Cl 2.419 2.103 1.432
Cl -0.019 2.031 -0.150
Cl 1.209 -3.502 1.006
O -1.027 5.256 4.835
O 1.096 2.325 -5.060
O -1.262 -4.543 -1.766
C -1.633 5.487 3.831
C 1.656 1.611 -4.301
C 0.799 1.400 1.346
C 3.173 1.772 -4.147
C -1.683 -5.480 -1.172
C -3.096 5.799 3.856
C -3.067 -5.857 -1.009
C 2.868 -3.157 1.464
C 1.023 0.577 -3.439
C -0.717 -6.472 -0.578
C -1.009 5.414 2.417
H -3.288 6.809 4.282
H 3.575 -3.695 0.862
H 1.557 0.496 -2.513
H 3.446 1.702 -3.108
H -0.903 -7.364 -1.162
H 0.121 5.296 2.492
H -3.611 5.158 4.518
H -3.307 -6.876 -1.165
H -1.338 6.285 1.795
H 3.526 2.698 -4.623
H -3.299 -5.854 0.041
H 3.596 0.932 -4.591
H -3.571 5.763 2.850
H 0.024 0.809 -3.191
H 1.075 -0.436 -3.846
H 0.273 -6.051 -0.803
H -0.728 -6.793 0.442
H -3.746 -5.096 -1.437
H -1.484 4.539 2.025
H 0.982 0.333 1.195
*
```

[7]
2 unconnected molecules or ions with the total composition C11H20F3N3O6. Source: OMol25; level of theory: the ωB97M-V functional and the def2-TZVPD basis.

Orbital gap = 7.27 eV
LUMO level = -0.0067 Ha

Structure (ORCA input):
```
! wB97M-V def2-TZVPD RIJCOSX def2/J DEFGRID3
* xyz 0 1
F 3.410 -2.907 1.259
F 3.869 -3.603 3.254
F 3.655 -1.493 2.877
O -3.487 0.407 2.966
O 1.557 -0.028 -3.543
O 3.869 2.392 -2.284
O -0.249 -0.535 -2.155
O -2.771 2.062 1.651
O 1.866 -2.799 2.888
N -0.328 0.374 0.305
N 0.874 -1.415 1.267
N -1.427 -1.601 0.723
C -2.418 -0.541 0.372
C -1.616 0.486 -0.429
C 3.185 -2.715 2.573
C 0.263 -0.556 -3.467
C 3.120 1.759 -3.317
C 0.915 -2.750 1.853
C -0.241 -0.893 0.762
C -1.426 0.244 -1.942
C -3.496 2.635 3.849
C 1.793 1.175 -2.833
C -3.236 1.618 2.735
H 0.969 1.883 -3.006
H 3.275 2.888 -1.709
H -0.060 -2.940 2.309
H 1.118 -3.510 1.091
H 3.733 0.936 -3.693
H -1.362 1.199 -2.480
H 1.886 0.969 -1.755
H -3.290 -0.954 -0.133
H -4.205 3.386 3.499
H -0.410 -0.011 -4.149
H -2.041 1.478 -0.262
H -3.890 2.152 4.740
H -2.302 -0.294 -2.324
H 2.955 2.466 -4.139
H 1.714 -0.855 1.240
H 0.355 -1.599 -3.787
H -2.712 -0.002 1.290
H -1.353 -2.320 0.005
H -2.566 3.150 4.095
H 0.504 0.661 -0.196
*
```

[8]
A molecular structure, C11H20I2LuN3O. Source: OMol25; level of theory: the ωB97M-V functional and the def2-TZVPD basis.

Orbital gap (spin up / spin down) = 1.72 / 1.72 eV
LUMO level (spin up / spin down) = 0.1513 / 0.1514 Ha

Structure (ORCA input):
```
! wB97M-V def2-TZVPD RIJCOSX def2/J DEFGRID3
* xyz -2 1
Lu -1.483 0.305 0.022
I 4.640 3.803 -0.896
I -3.288 2.399 -0.269
O 0.613 1.106 -0.251
N -0.681 -1.890 -1.876
N -1.011 -0.559 1.770
N -1.097 -0.300 -3.286
C 3.220 4.650 -1.950
C -1.220 0.061 4.153
C -1.420 -0.736 -2.024
C -0.402 -0.710 3.128
C -0.289 -2.178 3.486
C -1.482 0.975 -3.850
C -0.591 -2.644 -0.635
C -0.256 -1.204 -3.929
C 0.004 -2.202 -3.044
C 1.005 -0.134 3.149
C 1.476 0.433 0.195
H 1.453 -0.253 4.148
H 0.347 -2.701 2.761
H 0.164 -2.295 4.482
H -0.775 -0.031 5.155
H 2.252 4.231 -1.648
H -0.626 1.669 -3.885
H -0.015 -3.570 -0.795
H -1.849 0.851 -4.878
H -2.261 1.430 -3.226
H 3.274 5.720 -1.749
H -0.074 -2.061 0.158
H 1.007 0.935 2.918
H 1.661 -0.629 2.425
H 3.375 4.418 -3.008
H -1.264 -2.671 3.476
H -1.591 -2.895 -0.242
H 0.081 -1.062 -4.941
H -2.253 -0.292 4.193
H 0.610 -3.093 -3.131
H -1.252 1.126 3.894
*
```

[9]
A molecular structure, C11H20IrN5Se3SiTe2. Source: OMol25; level of theory: the ωB97M-V functional and the def2-TZVPD basis.

Orbital gap (spin up / spin down) = 4.83 / 4.84 eV
LUMO level (spin up / spin down) = -0.0564 / -0.0563 Ha

Structure (ORCA input):
```
! wB97M-V def2-TZVPD RIJCOSX def2/J DEFGRID3
* xyz 0 1
Ir -0.372 -0.368 -0.169
Te -0.770 3.587 0.488
Te -1.300 -0.022 2.353
Se -0.421 2.300 2.632
Se -1.880 -2.062 -1.302
Se -1.059 1.931 -1.290
Si -3.714 -2.720 -0.059
N 1.515 -4.180 -0.517
N 1.686 0.717 0.010
N 4.593 0.013 2.049
N 1.130 -2.116 0.125
N 4.336 -0.108 -0.239
C 1.726 -5.305 -1.383
C -4.566 -4.058 -1.111
C 2.258 0.529 -1.194
C 1.342 -4.210 0.833
C 1.389 -2.900 -0.899
C 3.561 0.088 -1.297
C 1.108 -2.925 1.220
C -4.854 -1.211 0.164
C 2.458 0.546 1.076
C -3.203 -3.491 1.616
C 3.801 0.160 0.956
H 2.059 -6.164 -0.800
H -5.854 -1.487 0.476
H 0.932 -2.527 2.198
H 1.476 -2.578 -1.919
H 4.009 -0.127 -2.259
H 2.021 0.707 2.054
H 4.297 0.410 2.924
H 0.795 -5.563 -1.893
H -2.390 -4.197 1.493
H -4.031 -4.025 2.069
H 5.579 -0.089 1.885
H -3.916 -4.913 -1.260
H 1.408 -5.116 1.396
H -4.931 -0.674 -0.776
H -4.824 -3.664 -2.088
H 2.481 -5.055 -2.129
H 1.662 0.758 -2.067
H -2.874 -2.732 2.319
H -4.445 -0.526 0.901
H -5.476 -4.403 -0.631
*
```

[10]
A single C11H20N2O molecule. Source: OMol25; level of theory: the ωB97M-V functional and the def2-TZVPD basis.

Orbital gap = 7.77 eV
Structure (SMILES) = CC/C(=C/C(CC)=N/C(C)(C)C)N=O
LUMO level = 0.0202 Ha

Structure (ORCA input):
```
! wB97M-V def2-TZVPD RIJCOSX def2/J DEFGRID3
* xyz 0 1
O -2.315 -1.692 0.198
N -1.399 -1.100 -0.333
N -0.456 0.396 0.418
C 1.337 1.822 -0.564
C 0.662 -0.079 2.451
C -1.263 -2.180 -2.371
C -0.488 0.774 1.792
C 2.518 1.701 -1.584
C -1.851 0.313 2.384
C -0.293 -3.367 -2.159
C -0.842 -1.057 -1.502
C 0.151 -0.066 -1.723
C 0.317 0.736 -0.561
C -0.311 2.254 2.116
H 1.629 0.154 2.164
H -0.462 -4.316 -2.747
H -2.106 0.496 3.361
H 0.701 -1.096 2.238
H 3.230 0.762 -1.590
H 0.394 2.805 1.332
H 0.188 2.446 3.153
H 2.226 1.918 -2.615
H -0.357 -3.658 -1.193
H -2.514 0.870 1.829
H -1.240 2.704 2.012
H 0.685 -0.184 -2.607
H 0.836 2.766 -0.578
H 0.571 0.014 3.612
H -1.260 -2.092 -3.382
H -2.281 -2.481 -2.227
H 0.796 -3.231 -2.423
H 3.178 2.555 -1.523
H 2.008 1.972 0.394
H -1.987 -0.859 2.229
*
```

[11]
A molecular structure, C11H20N2O2PPdS3. Source: OMol25; level of theory: the ωB97M-V functional and the def2-TZVPD basis.

Orbital gap (spin up / spin down) = 5.72 / 5.80 eV
LUMO level (spin up / spin down) = -0.3307 / -0.3245 Ha

Structure (ORCA input):
```
! wB97M-V def2-TZVPD RIJCOSX def2/J DEFGRID3
* xyz 2 2
Pd 0.405 -0.704 -0.367
S 1.596 -1.207 1.559
S -0.009 1.334 -3.199
S 0.631 1.492 -1.214
P 0.196 0.219 1.956
O 0.716 0.932 3.219
O -1.137 -0.448 2.466
N -0.700 3.656 -4.261
N 1.460 3.560 -3.478
C -2.821 -0.149 0.684
C 2.273 -3.471 -0.805
C 0.186 0.841 4.608
C -0.813 1.929 4.886
C 2.736 -2.481 -1.659
C 0.901 -3.685 -0.649
C 0.285 3.009 -3.679
C -0.017 -2.944 -1.383
C -2.154 -1.103 1.650
C 1.831 -1.724 -2.399
C 0.445 -1.972 -2.296
H 3.798 -2.325 -1.782
H 2.976 -4.100 -0.276
H -0.229 -0.153 4.753
H -2.155 0.158 -0.125
H -1.580 3.190 -4.423
H 2.192 3.038 -3.021
H 1.084 0.952 5.209
H -1.037 1.929 5.953
H 2.190 -1.009 -3.127
H -0.592 4.591 -4.630
H -0.243 -1.537 -3.010
H -1.065 -3.217 -1.372
H -3.697 -0.633 0.252
H 0.551 -4.469 0.010
H -2.870 -1.473 2.378
H 1.659 4.514 -3.745
H -1.697 -1.957 1.149
H -3.152 0.746 1.212
H -0.405 2.903 4.619
H -1.739 1.769 4.334
*
```

[12]
A molecular structure, C11H20N2O3. Source: OMol25; level of theory: the ωB97M-V functional and the def2-TZVPD basis.

Orbital gap = 9.54 eV
LUMO level = 0.0135 Ha

Structure (ORCA input):
```
! wB97M-V def2-TZVPD RIJCOSX def2/J DEFGRID3
* xyz 0 1
O -2.345 1.132 0.138
O -1.783 -1.721 2.479
O -3.925 -1.868 1.667
N -0.213 2.898 -0.285
N -0.968 -0.751 -0.101
C -1.010 -2.709 -1.500
C -2.123 -2.966 -0.466
C 0.122 1.523 -0.174
C 2.520 1.459 0.803
C -2.192 -1.535 0.159
C 3.122 0.630 -0.468
C -0.112 -1.506 -1.005
C -2.620 -1.676 1.569
C -1.078 0.677 -0.005
C 2.692 2.970 0.345
C 1.013 1.064 1.065
H -3.082 -3.376 -0.909
H 0.864 -2.070 -0.561
H 3.854 2.990 -0.240
H 2.596 1.097 -1.313
H -0.484 -3.558 -1.846
H 0.718 0.049 1.189
H 1.515 3.351 -0.222
H 2.818 3.687 1.432
H 3.221 1.375 1.663
H 0.638 1.117 -1.129
H -1.558 -3.686 0.199
H -1.362 -2.296 -2.473
H -0.440 3.086 -1.305
H 2.941 -0.491 -0.344
H 0.148 -0.984 -1.972
H 4.265 0.823 -0.719
H -4.148 -2.356 2.723
H -3.067 -1.185 -0.517
H 0.787 1.787 2.002
H -1.325 3.018 0.121
*
```

Number 1: E_tot -38922.8161 eV. Number 2: E_tot -122160.8738 eV. Number 3: E_tot -124309.8783 eV. Number 4: E_tot -30604.5223 eV. Number 5: E_tot -52929.7012 eV. Number 6: E_tot -93006.9941 eV. Number 7: E_tot -36637.3138 eV. Number 8: E_tot -68066.6839 eV. Number 9: E_tot -240526.0040 eV. Number 10: E_tot -16752.9041 eV. Number 11: E_tot -64066.2337 eV. Number 12: E_tot -20848.6058 eV.